1:
Here is C6H13NO3 in the gas phase from the Open Molecules 2025 dataset. Energies are from ωB97M-V/def2-TZVPD.

The geometry in XYZ format:
```
23
Properties=species:S:1:pos:R:3:lowdin_charge:R:1
C 1.865 1.218 0.060 -0.0364
C 1.240 -0.243 -0.409 -0.2919
C -0.208 -1.130 1.442 -0.1754
C -1.489 -1.113 0.705 -0.3945
C -1.223 -0.032 -0.615 -0.1687
C 0.121 -0.059 -1.370 -0.3442
H 2.778 1.222 0.639 0.0520
H 2.174 1.639 -1.052 0.1244
H 1.086 1.890 0.491 0.0545
H 2.128 -0.529 -0.950 0.1139
H 1.902 -1.387 1.478 0.1367
H -0.006 -1.459 2.585 0.1589
H -0.365 0.135 1.467 0.1506
H -1.721 -1.921 0.061 0.1191
H -2.601 -0.127 2.184 0.2511
H -1.885 -0.162 -1.290 0.0545
H -0.678 1.781 -0.361 0.1858
H 0.000 -0.843 -2.076 0.1401
H -0.384 1.108 -2.889 0.2483
N 1.128 -1.320 0.719 -0.0280
O -2.716 -1.055 1.414 -0.0816
O -1.715 1.321 -0.033 -0.1434
O 0.569 1.064 -2.200 -0.1256
```

Summary:
E_HOMO = -8.7 eV
orbital gap = 9.03 eV
LUMO level = 0.32 eV
SMILES string = C[C@H]1NC[C@@H](O)[C@@H](O)[C@H]1O

=====

2:
Here is C6H13NO3 in the gas phase from the Open Molecules 2025 dataset. Energies are from ωB97M-V/def2-TZVPD.

The geometry in XYZ format:
```
23
Properties=species:S:1:pos:R:3:lowdin_charge:R:1
O 0.192 3.143 -0.624 0.0114
H 0.517 3.893 -0.435 -0.0314
C 0.584 2.036 0.159 -0.2238
C 0.019 0.809 -0.217 -0.4158
N 0.769 0.255 -1.086 -0.0592
H 1.901 0.153 -0.624 0.2516
C 0.595 -0.947 -1.483 -0.3716
C 0.078 -2.022 -0.607 -0.1048
C -0.865 -1.355 0.380 -0.2734
C -0.286 -0.084 1.004 -0.5057
O -1.028 0.523 1.707 0.0462
H -1.941 0.922 1.239 0.2501
H 0.481 -0.206 1.642 0.1527
O -0.965 -2.328 1.488 -0.0743
H -1.464 -1.721 2.229 0.1640
H -1.654 -1.138 0.015 0.0533
H 1.047 -2.301 0.186 0.1939
H -0.211 -2.917 -0.844 0.0535
H 1.209 -1.605 -2.423 0.2003
H -0.287 -0.850 -2.222 0.1383
H -0.934 1.094 -0.845 0.2215
H 0.443 2.489 1.202 0.1503
H 1.799 2.156 0.157 0.1728
```

Summary:
E_HOMO = -8.3 eV
orbital gap = 8.87 eV
LUMO level = 0.55 eV
SMILES string = OC[C@H]1NCC[C@@H](O)[C@@H]1O

=====

3:
Here is 2 unconnected molecules or ions with the total composition C6H13NO3 from the Open Molecules 2025 dataset. Energies are from ωB97M-V/def2-TZVPD.

The geometry in XYZ format:
```
23
Properties=species:S:1:pos:R:3:lowdin_charge:R:1
C -3.455 0.473 3.473 -0.0117
C -2.605 0.442 2.226 -0.5093
C -1.169 -0.005 2.393 -0.1219
C -0.338 0.923 3.272 -0.2743
N 1.097 0.691 3.286 -0.0549
C -3.241 0.283 0.915 -0.0934
O -2.779 1.559 1.346 -0.0200
H -4.492 0.734 3.231 0.0881
H -3.441 -0.512 3.961 0.0915
H -3.068 1.211 4.191 0.0842
H -1.154 -1.026 2.806 0.1284
H -0.693 -0.076 1.405 0.1210
H -0.499 1.959 2.939 0.1255
H -0.719 0.915 4.304 0.1026
H 1.455 -0.448 2.990 0.1762
H -2.675 -0.163 0.091 0.1190
H -4.328 0.177 0.854 0.1162
H 2.055 0.823 3.581 0.0576
C 2.229 1.342 1.130 -0.2574
O 1.650 2.033 0.313 0.0625
H 3.153 1.705 1.625 0.1251
O 2.300 -0.249 1.066 -0.1593
H 3.199 -0.592 1.416 0.1046
```

Summary:
E_HOMO = -8.8 eV
orbital gap = 9.34 eV
LUMO level = 0.54 eV
SMILES string = C[C@@]1(CCN)CO1.O=CO

=====

4:
Here is 2 unconnected molecules or ions with the total composition C6H13NO3 from the Open Molecules 2025 dataset. Energies are from ωB97M-V/def2-TZVPD.

The geometry in XYZ format:
```
23
Properties=species:S:1:pos:R:3:lowdin_charge:R:1
C 2.319 -1.252 0.290 -0.0385
C 1.407 -0.054 0.448 -0.3870
C 0.945 0.540 -0.873 -0.1550
C -0.053 1.662 -0.630 -0.1501
C -1.333 1.151 0.028 -0.3037
N -2.196 0.444 -0.921 0.0602
C -1.081 0.179 1.184 -0.3324
O -1.740 0.243 2.198 0.1329
O 0.278 -0.456 1.265 -0.0701
H 1.754 -2.126 -0.064 0.0879
H 3.100 -1.021 -0.447 0.0870
H 2.798 -1.507 1.244 0.0879
H 1.923 0.723 1.032 0.1511
H 1.827 0.927 -1.401 0.1260
H 0.498 -0.247 -1.500 0.1209
H 0.401 2.412 0.034 0.1257
H -0.308 2.169 -1.570 0.1204
H -1.867 2.009 0.465 0.1564
H -2.636 1.102 -1.559 0.0820
H -1.638 -0.185 -1.493 0.0682
O -1.761 -2.309 1.049 -0.1272
H -0.647 -2.196 1.104 0.1439
H -1.991 -2.209 0.116 0.0134
```

Summary:
E_HOMO = -9.8 eV
orbital gap = 10.42 eV
LUMO level = 0.65 eV
SMILES string = C[C@H]1CC[C@@H](N)C(=O)O1.O

=====

According to the calculations, the structures order from most to least stable as 4, 3, 1, 2.

=====

1:
Here is 3 unconnected molecules or ions with the total composition C4H16NO3 from the Open Molecules 2025 dataset. Energies are from ωB97M-V/def2-TZVPD.

The geometry in XYZ format:
```
24
Properties=species:S:1:pos:R:3:lowdin_charge:R:1
C 1.300 -0.300 0.296 -0.1961
O 1.625 -0.714 1.618 -0.0493
C -0.221 -0.170 0.312 -0.2964
C -0.691 0.184 -1.109 -0.1833
C -1.893 1.161 -1.033 -0.0785
N -0.848 -1.406 0.875 0.2125
H 1.723 0.687 0.059 0.1430
H 1.751 -0.995 -0.411 0.1233
H 2.459 -0.348 1.897 0.1036
H -0.458 0.626 1.008 0.1552
H 0.105 0.523 -1.770 0.1248
H -1.101 -0.734 -1.563 0.1028
H -2.543 1.015 -0.177 0.0703
H -1.590 2.203 -0.867 0.0710
H -2.431 1.080 -1.977 0.0811
H -0.660 -2.271 0.270 0.1299
H -1.860 -1.304 0.872 0.1736
H -0.278 -1.592 1.709 0.1616
H 0.701 -3.054 -1.811 0.0965
H -0.480 -3.656 -1.464 0.0950
O 0.031 -2.898 -1.124 -0.0443
H -0.234 4.077 0.444 0.0227
H 1.205 4.703 -0.100 0.0375
O 0.710 4.012 0.333 -0.0565
```

Summary:
E_HOMO = -14.2 eV
orbital gap = 11.22 eV
LUMO level = -2.99 eV
charge = +1

=====

2:
Here is 3 unconnected molecules or ions with the total composition C4H16NO3 from the Open Molecules 2025 dataset. Energies are from ωB97M-V/def2-TZVPD.

The geometry in XYZ format:
```
24
Properties=species:S:1:pos:R:3:lowdin_charge:R:1
C 0.652 0.881 -0.943 -0.1790
O 2.002 1.303 -0.749 -0.0578
C 0.286 0.188 0.352 -0.2855
C -1.145 -0.280 0.474 -0.1976
C -1.471 -1.010 1.774 -0.0824
N 1.308 -0.907 0.567 0.2235
H 0.050 1.758 -1.092 0.1043
H 0.595 0.180 -1.783 0.1419
H 2.498 1.559 -1.530 0.1104
H 0.490 0.891 1.157 0.1617
H -1.703 0.653 0.440 0.1152
H -1.440 -0.933 -0.329 0.1130
H -0.977 -1.985 1.840 0.0714
H -1.193 -0.469 2.683 0.0862
H -2.541 -1.180 1.830 0.0840
H 1.047 -1.826 0.149 0.1092
H 1.541 -1.004 1.551 0.1719
H 2.178 -0.602 0.126 0.1509
H -0.564 -3.599 -0.868 0.0836
H 0.963 -3.752 -0.987 0.0765
O 0.274 -3.292 -0.491 -0.0392
H -1.606 3.600 0.147 0.0449
H -2.446 2.879 -0.948 0.0395
O -1.677 3.434 -0.799 -0.0467
```

Summary:
E_HOMO = -14.4 eV
orbital gap = 11.39 eV
LUMO level = -3.01 eV
charge = +1

=====

3:
Here is 4 unconnected molecules or ions with the total composition C4H16NO3 from the Open Molecules 2025 dataset. Energies are from ωB97M-V/def2-TZVPD.

The geometry in XYZ format:
```
24
Properties=species:S:1:pos:R:3:lowdin_charge:R:1
C 0.063 1.433 0.464 -0.0475
C 0.686 0.223 -0.206 -0.3684
C 2.130 -0.043 0.246 -0.3558
C 2.180 -0.359 1.756 0.0176
O 2.652 -1.155 -0.430 0.0120
N 0.014 -1.084 -0.215 0.1018
H 0.466 2.369 0.070 0.1049
H 0.255 1.525 1.534 0.0914
H -1.016 1.578 0.378 0.0787
H 0.814 0.549 -1.343 0.1808
H 2.806 0.776 -0.005 0.1657
H 3.206 -0.479 2.085 0.1084
H 1.590 -1.257 1.969 0.0973
H 1.622 0.295 2.429 0.0821
H 1.893 -1.768 -0.475 0.0960
H -0.600 0.689 -1.975 0.4269
H -0.649 -1.103 -0.975 0.0605
H -0.517 -1.250 0.636 0.1057
H -2.337 1.456 -1.653 -0.0134
H -3.693 1.560 -2.273 0.0834
O -3.261 1.544 -1.406 -0.0236
H -3.231 -0.040 -0.267 -0.0010
H -3.506 -1.455 0.296 0.0580
O -2.866 -0.737 0.298 -0.0616
```

Summary:
E_HOMO = -14.6 eV
orbital gap = 5.13 eV
LUMO level = -9.45 eV
charge = +1

=====

According to the calculations, the structures order from most to least stable as 2, 1, 3.

=====

1:
Here is 2 unconnected molecules or ions with the total composition C4H10S from the Open Molecules 2025 dataset. Energies are from ωB97M-V/def2-TZVPD.

The geometry in XYZ format:
```
15
Properties=species:S:1:pos:R:3:lowdin_charge:R:1
C 1.100 -0.191 -0.975 -0.4797
S 2.554 0.099 0.100 0.6029
H 1.484 -0.669 -1.871 0.0281
H 0.609 0.739 -1.237 0.0209
H 0.499 -0.903 -0.426 -0.0068
H 2.068 0.655 1.236 -0.1675
C -1.527 -0.052 1.359 -0.0975
C -2.478 -0.388 0.204 -0.2280
C -2.583 0.350 -0.880 -0.0318
H -1.545 1.034 1.414 0.0749
H -0.510 -0.368 1.108 0.0293
H -1.847 -0.488 2.301 0.0673
H -3.236 -1.128 0.438 0.0867
H -3.470 0.173 -1.491 0.0511
H -1.877 1.012 -1.363 0.0502
```

Summary:
E_HOMO = -9.1 eV
orbital gap = 10.05 eV
LUMO level = 0.99 eV
SMILES string = C=CC.CS

=====

2:
Here is 2 unconnected molecules or ions with the total composition C4H10S from the Open Molecules 2025 dataset. Energies are from ωB97M-V/def2-TZVPD.

The geometry in XYZ format:
```
15
Properties=species:S:1:pos:R:3:lowdin_charge:R:1
C 2.947 0.266 -1.640 -0.0836
C 3.408 0.263 -0.392 -0.0766
H 2.542 1.054 -2.207 0.0240
H 2.774 -0.662 -2.193 0.0482
H 3.214 1.080 0.319 0.0505
H 4.087 -0.455 0.056 0.0444
C -2.001 1.136 -0.233 -0.4063
S -1.447 -0.022 1.157 0.6653
C -1.009 -1.522 0.170 -0.4088
H -2.640 1.944 0.211 0.0417
H -2.746 0.675 -0.887 0.0119
H -1.180 1.237 -0.994 0.0428
H -1.012 -2.566 0.576 0.0564
H -1.803 -1.653 -0.664 0.0647
H -0.152 -1.163 -0.158 -0.0746
```

Summary:
E_HOMO = -8.5 eV
orbital gap = 9.45 eV
LUMO level = 0.97 eV
SMILES string = C=C.CSC

=====

According to the calculations, the structures order from most to least stable as 1, 2.

=====

1:
Here is 2 unconnected molecules or ions with the total composition C4H10S from the Open Molecules 2025 dataset. Energies are from ωB97M-V/def2-TZVPD.

The geometry in XYZ format:
```
15
Properties=species:S:1:pos:R:3:lowdin_charge:R:1
C -0.473 -1.203 1.057 -0.1415
C 0.802 -0.390 1.467 -0.1854
C -0.257 0.551 1.639 0.0182
S -0.808 0.691 -1.345 0.3086
C 0.231 0.945 -2.807 -0.6446
H -1.528 -0.871 0.994 0.1213
H -0.470 -1.918 1.888 0.1130
H -0.333 -1.577 0.041 0.0794
H 1.346 -0.738 2.335 0.1208
H 1.452 -0.217 0.615 0.1161
H -0.499 1.335 0.927 0.0068
H -0.706 0.550 2.627 0.1143
H -0.379 0.535 -3.617 -0.0156
H 1.135 0.355 -2.683 -0.0133
H 0.486 1.952 -3.138 0.0019
```

Summary:
E_HOMO = -6.3 eV
orbital gap = 5.58 eV
LUMO level = -0.73 eV

=====

2:
Here is 2 unconnected molecules or ions with the total composition C4H10S from the Open Molecules 2025 dataset. Energies are from ωB97M-V/def2-TZVPD.

The geometry in XYZ format:
```
15
Properties=species:S:1:pos:R:3:lowdin_charge:R:1
C 1.915 -1.187 1.268 -0.1226
C 2.045 -1.028 -0.062 -0.1023
H 2.132 -2.183 1.744 0.0640
H 1.951 -0.290 2.016 0.0741
H 1.878 -1.900 -0.654 0.0344
H 2.241 -0.048 -0.586 0.0705
C -0.651 0.436 1.266 -0.3954
S -0.795 1.057 -0.482 0.7143
C -1.444 -0.213 -1.524 -0.4489
H -0.653 -0.655 1.101 0.0231
H 0.291 0.837 1.633 0.0040
H -1.550 0.655 1.835 0.0246
H -1.946 0.281 -2.317 0.0173
H -2.147 -0.732 -0.938 0.0139
H -0.663 -0.916 -1.812 0.0290
```

Summary:
E_HOMO = -8.3 eV
orbital gap = 9.33 eV
LUMO level = 1.06 eV
SMILES string = C=C.CSC

=====

According to the calculations, the structures order from most to least stable as 2, 1.